one) 13
Properties=species:S:1:pos:R:3 method="wB97M-V/def2-TZVPD" e_lumo_ev=-7.36 charge=+1 multiplicity=1 homo_lumo_gap_ev=8.564
C -3.0274 0.1534 -0.2087
C 1.6732 -0.6669 -0.2413
C 1.2902 0.5839 -0.0887
C 0.6267 -1.5457 0.0113
C -0.9653 -0.0891 0.0635
C -0.0596 1.1070 0.0748
N -4.1400 0.3539 -0.2670
N -0.6181 -1.2868 -0.0259
H 2.7496 -0.9222 -0.1075
H 2.0949 1.2714 0.1436
H 1.0488 -2.4254 0.3834
H -0.1250 1.8236 1.0027
H -0.5480 1.6430 -0.7402


two) 13
Properties=species:S:1:pos:R:3 method="wB97M-V/def2-TZVPD" e_lumo_ev="-6.57 / -6.39" charge=+1 multiplicity=1 homo_lumo_gap_ev="6.391 / 6.800"
C 2.3981 -0.3329 0.2407
C -3.6709 -0.2816 0.0740
C 1.8864 0.9791 0.1177
C 0.3505 0.8841 -0.0973
C 0.4499 -1.4947 -0.2483
C -0.2133 -0.3088 -0.1747
N -2.5438 -0.2838 0.2458
N 1.7602 -1.3740 0.0746
H -4.7203 -0.2802 -0.0728
H 1.9602 1.4230 1.1276
H 2.4149 1.6987 -0.5167
H -0.1638 1.8264 -0.1879
H 0.0919 -2.4554 -0.5826


Short version: one) is the most stable of them.


one) 16
Properties=species:S:1:pos:R:3 method="wB97M-V/def2-TZVPD" e_lumo_ev=1.06 multiplicity=1 homo_lumo_gap_ev=9.792
F 0.8566 -0.9559 1.2945
C 0.8252 -0.7134 -0.0168
C -0.5117 -1.1676 -0.5810
C -1.4842 -0.1738 0.2540
C -0.5640 1.1029 0.6541
C 0.5811 0.7302 -0.2523
C 1.9163 0.2540 -0.1920
H -0.4957 -0.9527 -1.6617
H -0.7321 -2.2264 -0.3326
H -2.2345 0.1250 -0.5200
H -2.0105 -0.7004 1.0185
H -0.1965 1.1262 1.6918
H -1.3176 1.9825 0.4185
H 0.2229 0.7992 -1.2817
H 2.5419 0.4305 -1.1288
H 2.6031 0.3398 0.6354


two) 16
Properties=species:S:1:pos:R:3 method="wB97M-V/def2-TZVPD" e_lumo_ev=1.01 multiplicity=1 homo_lumo_gap_ev=10.702
C -1.3601 -0.7609 1.6664
C -0.5676 -0.2899 0.7177
C -0.9096 -0.3044 -0.7872
C 0.3990 -0.0703 -1.4746
C 1.1697 0.8473 -0.5476
C 0.8227 0.3965 0.8402
F 1.6842 -0.5905 1.3403
H -2.2970 -1.2351 1.4081
H -1.0125 -0.6208 2.7230
H -1.4318 -1.2106 -1.0968
H -1.5015 0.6011 -0.8968
H 0.2841 0.3520 -2.5050
H 0.9379 -1.0475 -1.5369
H 0.7506 1.8768 -0.6926
H 2.2362 0.8900 -0.7691
H 0.7956 1.1663 1.6107


three) 16
Properties=species:S:1:pos:R:3 method="wB97M-V/def2-TZVPD" e_lumo_ev="-0.35 / 0.42" multiplicity=1 homo_lumo_gap_ev="7.600 / 9.560"
C 0.0153 0.9985 -0.7145
C -1.4319 0.3541 1.0056
C -0.8389 1.6589 0.4005
C 0.7014 -0.2689 -0.1005
C -0.2495 -0.5815 1.0222
C 0.9415 -1.4011 -1.0499
F 0.3476 -0.7751 2.2157
H -0.6668 0.6915 -1.5271
H 0.7917 1.6895 -1.1049
H -1.7760 0.4285 2.0436
H -2.2750 0.0412 0.3513
H -0.1933 2.0679 1.0455
H 1.6159 0.0547 0.4519
H 1.7062 -2.1242 -0.6904
H 1.2866 -0.7735 -1.9438
H 0.0253 -2.0603 -1.4051


Short version: two) is the most stable of them.


one) 19
Properties=species:S:1:pos:R:3 method="wB97M-V/def2-TZVPD" e_lumo_ev=-0.46 multiplicity=1 homo_lumo_gap_ev=7.569
C -2.8047 -0.3174 -0.1516
C -1.3255 -0.2118 -0.1713
N -0.8229 1.1311 -0.0058
N 0.4434 1.1788 0.1163
C 1.1645 2.3959 0.3804
C 1.0881 0.0614 -0.1990
N 2.4123 -0.4237 -0.2539
O 2.5237 -1.5828 -0.6252
O 3.3606 0.3455 0.0320
C -0.3320 -1.1217 -0.1971
N -0.1296 -2.4503 -0.1931
H -3.4725 -0.1261 -0.9565
H -2.8339 -1.3986 0.1856
H -3.1581 0.4325 0.5643
H 0.8567 2.6809 1.4585
H 2.2311 2.2683 0.4921
H 0.7026 3.1530 -0.2955
H -0.7380 -3.1625 0.1375
H 0.8345 -2.8525 -0.3178


two) 19
Properties=species:S:1:pos:R:3 method="wB97M-V/def2-TZVPD" e_lumo_ev=0.72 multiplicity=1 homo_lumo_gap_ev=9.763
N 0.5600 -0.8566 -0.7563
C 1.7135 -0.4300 -0.1758
C 2.9787 -0.9477 -0.1094
N 3.7315 -0.0145 0.5623
N 3.0488 0.9800 0.8934
O 1.7121 0.7514 0.4253
H -0.2725 -0.4423 -0.3828
H 0.4824 -1.8636 -0.9188
H 3.3930 -1.8591 -0.4866
O -1.7852 -1.3684 1.5665
C -1.7294 -0.4090 0.8405
C -2.4204 0.0462 -0.4588
C -1.5334 1.3102 -0.3507
N -0.9789 0.7385 0.8684
H -2.2233 -0.5963 -1.3240
H -3.4929 0.2182 -0.3537
H -2.0877 2.2360 -0.1965
H -0.8103 1.4440 -1.1672
H -0.2860 1.0629 1.5241


Short version: two) is the most stable of them.


one) 17
Properties=species:S:1:pos:R:3 method="wB97M-V/def2-TZVPD" e_lumo_ev=-3.36 charge=+1 multiplicity=1 homo_lumo_gap_ev=10.148
C 1.6558 0.3496 0.2067
C 0.4355 0.7573 1.0315
C 1.4320 -0.8731 -0.6828
C -1.6964 -0.3847 0.4615
N -2.4404 -0.6504 -0.5592
N -0.8313 0.8108 0.2368
Cl 0.2917 -2.0274 0.1112
H 1.9915 1.1756 -0.4243
H 2.4496 0.1353 0.9231
H 0.2574 0.0313 1.8267
H 0.6234 1.7317 1.4814
H 2.3645 -1.4026 -0.8647
H 0.9834 -0.6128 -1.6423
H -3.0922 -1.4187 -0.4711
H -2.3966 -0.2177 -1.4835
H -1.4007 1.5808 0.6043
H -0.6273 1.0149 -0.7553


two) 17
Properties=species:S:1:pos:R:3 method="wB97M-V/def2-TZVPD" e_lumo_ev=-3.62 charge=+1 multiplicity=1 homo_lumo_gap_ev=9.646
C 0.9629 0.4522 1.3844
C -1.7321 -0.0160 -0.5214
C -0.6400 -1.0412 -0.8124
C 0.7023 -0.4713 -1.0247
N 0.7591 0.0793 2.6061
N 0.8954 0.6831 -1.5828
Cl 1.7461 1.9563 1.1885
H -1.4501 0.5828 0.3420
H -2.6643 -0.5250 -0.2984
H -1.9178 0.6383 -1.3692
H -0.5945 -1.7914 -0.0214
H -0.8917 -1.5879 -1.7329
H 1.5629 -1.1133 -0.8829
H 1.0425 0.6054 3.4331
H 1.8222 1.0438 -1.7659
H 0.2900 -0.8011 2.7846
H 0.1071 1.3061 -1.7268


three) 17
Properties=species:S:1:pos:R:3 method="wB97M-V/def2-TZVPD" e_lumo_ev=-3.91 charge=+1 multiplicity=1 homo_lumo_gap_ev=10.155
C 2.5029 -1.5522 0.0742
N 1.0798 -1.0792 0.0816
C 0.8181 0.2194 0.0480
Cl 1.9713 1.4022 -0.0497
N -0.4768 0.8098 -0.1244
C -1.7208 0.0436 -0.2466
C -0.6840 2.1694 0.2238
H 2.3955 -2.5773 -0.3546
H 2.7809 -1.7959 0.9984
H 2.9790 -0.7671 -0.5247
H 0.2540 -1.5853 -0.1752
H -1.5191 -0.8275 -0.8607
H -2.0725 -0.4718 0.7999
H -2.6045 0.5828 -0.4760
H -0.6290 2.9651 -0.6278
H -1.6321 2.3749 0.5047
H -0.1198 2.6130 0.9804


Short version: two) is the most stable of them.


one) 8
Properties=species:S:1:pos:R:3 method="wB97M-V/def2-TZVPD" e_lumo_ev=0.36 multiplicity=1 homo_lumo_gap_ev=9.926
N -1.4361 -1.0635 0.1860
N -0.7649 -1.7967 0.7335
S 0.1344 -2.8383 1.3629
C 0.0421 1.0891 -0.2056
N 1.2791 1.1810 -0.5305
H -0.6777 0.8982 -0.8609
H -0.2866 1.4952 0.8074
H 1.7096 1.0349 -1.4930


two) 8
Properties=species:S:1:pos:R:3 method="wB97M-V/def2-TZVPD" e_lumo_ev=-0.39 multiplicity=1 homo_lumo_gap_ev=8.432
C -2.3689 -0.2346 -0.3112
N 0.8201 0.2246 -0.1449
N 1.9316 0.2009 0.0307
N 3.1292 -0.0154 0.1394
S -2.5251 -0.0967 1.3208
H -1.5873 -0.8497 -0.7745
H -2.9338 0.3237 -1.1241
H 3.5342 0.4471 0.8638


Short version: one) is the most stable of them.


one) 18
Properties=species:S:1:pos:R:3 method="wB97M-V/def2-TZVPD" e_lumo_ev=-4.06 charge=+1 multiplicity=1 homo_lumo_gap_ev=10.177
C 2.0520 0.7873 -2.8873
C 1.3358 0.9509 -1.8052
C 1.2764 0.0352 -0.6621
O 1.8413 -0.9145 -0.2161
C -0.3366 0.3854 0.2276
C -0.2484 0.4700 1.7268
N -0.6780 -0.7868 1.1881
C -2.0102 -1.2391 1.4162
H 2.0978 1.4839 -3.7897
H 2.5867 -0.1138 -3.0408
H 0.8095 1.8148 -1.8086
H -1.0771 1.0039 -0.3392
H 0.6665 0.6148 2.2220
H -0.9900 1.1110 2.1798
H -0.0103 -1.5925 1.0467
H -2.1703 -1.9681 2.1850
H -2.6460 -0.5054 1.9591
H -2.4991 -1.5371 0.3976


two) 18
Properties=species:S:1:pos:R:3 method="wB97M-V/def2-TZVPD" e_lumo_ev=-8.44 charge=+1 multiplicity=1 homo_lumo_gap_ev=4.911
O -2.1411 -0.9226 0.1677
C -2.3984 0.3687 -0.1401
C -1.2199 1.3303 -0.0604
C -0.1803 0.8786 0.9855
C 1.0253 0.1688 0.3095
C 2.2097 0.2028 1.0333
C 1.7881 -1.2046 -1.4566
N 0.6601 -0.6550 -0.7200
H -3.6188 0.5990 -0.1301
H -1.2256 0.3269 -0.8561
H -1.2542 2.2925 -0.3172
H 0.1954 1.7290 1.6483
H -0.6877 0.1592 1.5908
H 2.4119 0.9091 1.7978
H 3.0258 -0.5488 0.9655
H 2.0679 -2.0927 -0.9301
H 2.6041 -0.4998 -1.5550
H 1.6432 -1.3764 -2.5442


Short version: one) is the most stable of them.


one) 18
Properties=species:S:1:pos:R:3 method="wB97M-V/def2-TZVPD" e_lumo_ev=-4.03 charge=+1 multiplicity=1 homo_lumo_gap_ev=10.758
C 0.3937 1.0526 -2.2595
C 0.4929 0.6815 0.6990
C -1.2380 -0.8875 1.5729
C -1.2374 0.3238 2.4182
C -0.8629 0.4579 0.9383
C 1.4858 -0.9641 -1.6554
N 0.7469 0.2231 -1.3889
O 1.5578 0.9076 1.0469
H 0.6217 0.9323 -3.3172
H -0.1620 1.9330 -1.9724
H -0.4571 -1.6212 1.7061
H -2.1793 -1.3006 1.2415
H -2.1722 0.7726 2.7155
H -0.4442 0.4440 3.1434
H -1.5681 0.8825 0.2395
H 0.8564 -1.8259 -1.4311
H 2.3555 -0.9943 -0.9989
H 1.8106 -1.0173 -2.6979


two) 18
Properties=species:S:1:pos:R:3 method="wB97M-V/def2-TZVPD" e_lumo_ev=-3.73 charge=+1 multiplicity=1 homo_lumo_gap_ev=9.942
C -0.7030 2.5487 -0.1197
C -0.8341 1.3580 -0.1354
C -0.7808 -0.0922 -0.2853
N -2.0447 -0.5923 0.6081
O -1.0788 -0.5332 -1.5423
C 0.5165 -0.7794 0.1301
C 1.7553 -0.3374 -0.6553
C 2.6813 0.3839 -0.0730
H -0.8294 3.5886 -0.2300
H -2.2888 -1.6143 0.4990
H -1.7687 -0.5659 1.5638
H -2.8649 -0.1515 0.2508
H -1.9382 -0.3169 -1.8526
H 0.5178 -0.7482 1.2554
H 0.1768 -1.8847 0.0950
H 1.7587 -0.7050 -1.7053
H 3.4923 0.4988 -0.6876
H 2.4455 0.7272 0.8426


Short version: one) is the most stable of them.